DFT (ωB97M-V/def2-TZVPD) results for a structure of composition C33H33N7O4SSeTeZr.

CARTESIAN COORDINATES (ANGSTROEM)
Zr (1.368, 0.270, 0.243)
C (0.137, 4.947, 3.775)
C (0.836, 4.922, 2.579)
C (1.391, 3.737, 2.104)
C (1.225, 2.549, 2.812)
C (0.539, 2.590, 4.028)
C (0.001, 3.773, 4.507)
N (1.751, 1.301, 2.358)
C (2.954, 0.997, 2.910)
C (3.668, 1.826, 3.821)
C (4.861, 1.418, 4.352)
C (5.440, 0.175, 4.032)
C (4.788, -0.645, 3.157)
C (3.566, -0.238, 2.595)
N (2.854, -1.002, 1.683)
N (3.181, -2.201, 1.541)
C (2.392, -2.909, 0.612)
C (2.819, -4.182, 0.288)
C (2.089, -4.906, -0.641)
C (0.960, -4.330, -1.190)
C (0.601, -3.050, -0.792)
N (1.292, -2.340, 0.100)
H (-0.285, 5.873, 4.141)
H (0.973, 5.834, 2.012)
H (1.980, 3.733, 1.195)
H (0.447, 1.675, 4.603)
H (-0.524, 3.779, 5.454)
H (3.275, 2.797, 4.085)
H (5.384, 2.084, 5.028)
H (6.395, -0.110, 4.449)
H (5.200, -1.596, 2.852)
H (3.715, -4.563, 0.755)
H (2.404, -5.898, -0.933)
H (0.364, -4.839, -1.933)
H (-0.273, -2.575, -1.216)
N (-0.276, -0.644, 1.728)
C (-1.701, -0.254, 1.858)
C (-1.888, 1.248, 1.983)
C (-1.632, 2.044, 0.714)
N (-0.253, 1.932, 0.161)
H (-0.219, -1.650, 1.622)
H (0.215, -0.391, 2.587)
H (-2.125, -0.737, 2.741)
H (-2.235, -0.646, 0.990)
H (-1.276, 1.624, 2.802)
H (-2.927, 1.430, 2.267)
H (-1.851, 3.098, 0.900)
H (-2.313, 1.703, -0.064)
H (0.298, 2.700, 0.542)
H (-0.291, 2.089, -0.845)
O (1.305, -1.423, -3.064)
S (1.917, -0.259, -2.477)
O (2.691, 0.570, -3.341)
O (2.677, -0.633, -1.199)
O (0.784, 0.584, -1.787)
Te (-2.011, -0.449, -1.953)
C (-1.822, -0.706, -4.030)
C (-0.965, 0.138, -4.724)
C (-0.786, -0.043, -6.088)
C (-1.471, -1.049, -6.755)
C (-2.331, -1.883, -6.056)
C (-2.503, -1.721, -4.688)
C (-4.019, -1.076, -1.850)
C (-4.336, -2.353, -1.395)
C (-5.662, -2.760, -1.306)
C (-6.678, -1.893, -1.676)
C (-6.370, -0.618, -2.133)
C (-5.047, -0.208, -2.215)
H (-0.419, 0.916, -4.206)
H (-0.103, 0.601, -6.626)
H (-1.331, -1.185, -7.819)
H (-2.865, -2.670, -6.574)
H (-3.170, -2.379, -4.144)
H (-3.544, -3.038, -1.117)
H (-5.899, -3.756, -0.955)
H (-7.711, -2.210, -1.611)
H (-7.162, 0.060, -2.425)
H (-4.811, 0.786, -2.573)
Se (5.655, 2.275, -0.310)
C (3.931, 2.038, -0.182)
N (2.762, 1.902, -0.077)

- gap between HOMO and LUMO (eV) = 5.933
- ΔE to the lowest compared entry with this formula, charge and spin (kJ/mol) = 122.1
- F_max (eV/Å) = 0.91
- net charge = 0
- lowest unoccupied orbital energy (eV) = -1.5

=====

DFT (ωB97M-V/def2-TZVPD) results for an isolated molecule of C4H8N2O.

CARTESIAN COORDINATES (ANGSTROEM)
N (-1.206, -2.661, -0.418)
C (-0.436, -1.842, -0.139)
C (0.426, -0.725, 0.287)
N (1.725, -1.158, 0.783)
C (0.373, 0.412, -0.757)
C (-0.897, 1.261, -0.522)
O (-1.167, 1.412, 0.869)
H (-0.103, -0.282, 1.126)
H (2.443, -0.597, 0.346)
H (1.769, -0.977, 1.786)
H (0.342, 0.019, -1.777)
H (1.279, 1.025, -0.684)
H (-1.745, 0.790, -1.036)
H (-0.780, 2.272, -0.928)
H (-2.033, 1.038, 1.065)

- gap between HOMO and LUMO (eV) = 10.832
- ΔE to the lowest compared entry with this formula, charge and spin (kJ/mol) = 188.5
- F_max (eV/Å) = 1.14
- net charge = 0
- lowest unoccupied orbital energy (eV) = 0.7
- SMILES string = N#C[C@@H](N)CCO

=====

DFT (ωB97M-V/def2-TZVPD) results for a cluster of 2 separate species, C2H7BrN2 in total.

CARTESIAN COORDINATES (ANGSTROEM)
C (-0.541, 0.177, 1.690)
C (1.087, -0.117, -1.436)
N (-1.334, -0.499, 0.857)
N (-0.333, -0.314, -1.513)
Br (-1.216, 1.184, -2.020)
H (0.495, 0.323, 1.400)
H (-0.806, 1.253, 1.747)
H (-0.353, -0.406, 2.649)
H (1.379, -0.979, -0.873)
H (1.537, 0.069, -2.325)
H (1.462, 0.795, -0.783)
H (-1.375, -1.486, 0.606)

- gap between HOMO and LUMO (eV) = 6.115
- ΔE to the lowest compared entry with this formula, charge and spin (kJ/mol) = 434.1
- F_max (eV/Å) = 5.30
- net charge = 0
- lowest unoccupied orbital energy (eV) = -1.9